1.
{"formula": "C5H12O", "method": "wB97M-V/def2-TZVPD", "homo_ha": -0.350, "energy_ha": -272.87869, "e_above_lowest_kj_mol": 183.7, "smiles": "CCC(C)(C)O", "symbols": ["C", "C", "C", "C", "C", "O", "H", "H", "H", "H", "H", "H", "H", "H", "H", "H", "H", "H"], "coordinates": [[-1.943950, -0.116200, -0.949629], [-0.672264, 0.626368, -0.543625], [0.537878, -0.196983, -0.092320], [1.858125, 0.495424, -0.368936], [0.361861, -0.217082, 1.721090], [0.595104, -1.497134, -0.575282], [-1.897267, -0.691574, -1.887582], [-2.770437, 0.593201, -1.065330], [-2.233512, -0.803579, -0.145370], [-0.700937, 0.857970, 0.520527], [-0.458501, 1.512221, -1.164499], [1.824637, 1.496238, 0.069831], [2.106508, 0.597999, -1.437408], [2.638617, -0.094234, 0.112395], [0.440689, 0.742551, 2.301320], [1.186908, -0.830022, 2.071295], [-0.563147, -0.672116, 2.153114], [-0.310311, -1.803048, -0.719591]], "forces_ev_per_a": [[-0.023, -0.045, 0.153], [-0.036, 0.103, 0.916], [0.206, -0.019, 2.050], [0.002, -0.056, 0.275], [0.620, -0.540, -0.948], [-0.065, -0.350, -0.106], [0.262, 0.219, 0.215], [0.151, -0.105, 0.046], [-0.062, -0.003, -0.137], [-2.002, 2.041, -0.733], [0.144, -0.572, 0.122], [0.146, -0.105, -0.002], [-0.386, -0.211, 0.274], [0.174, 0.182, -0.027], [0.121, -0.343, -1.222], [0.156, -0.206, 0.063], [0.374, 0.052, -1.014], [0.218, -0.040, 0.075]], "mulliken_charge": [-1.49, -0.36, 0.94, -1.56, -1.40, -0.57, 0.37, 0.37, 0.36, 0.33, 0.41, 0.33, 0.39, 0.40, 0.36, 0.41, 0.33, 0.37]}



2.
{"formula": "C18H22N2O6S", "method": "wB97M-V/def2-TZVPD", "homo_ha": -0.320, "energy_ha": -1658.26236, "e_above_lowest_kj_mol": 174.3, "smiles": "Cc1cc(C(=O)OCC(=O)Nc2cc(S(=O)(=O)N(C)C)ccc2C)c(C)o1", "symbols": ["C", "C", "C", "C", "C", "O", "C", "H", "H", "H", "C", "O", "O", "C", "H", "H", "C", "O", "N", "C", "C", "C", "C", "C", "C", "C", "H", "H", "H", "H", "H", "S", "O", "O", "N", "C", "H", "H", "H", "C", "H", "H", "H", "H", "H", "H", "H", "H", "H"], "coordinates": [[1.003863, 3.924488, 0.362645], [2.004912, 2.846855, 0.159941], [2.098966, 1.592313, 0.671002], [3.240284, 0.987941, 0.052708], [3.760965, 1.944333, -0.793161], [3.017927, 3.056793, -0.720973], [4.937757, 1.908268, -1.691718], [5.299781, 0.887258, -1.763826], [4.668331, 2.279494, -2.678811], [5.732648, 2.542863, -1.300030], [3.636795, -0.407017, 0.161899], [4.466371, -0.978504, -0.502696], [2.856291, -1.039718, 1.078020], [2.765532, -2.451735, 1.031404], [3.474108, -2.846240, 0.291521], [3.004035, -2.863098, 2.014593], [1.328566, -2.853238, 0.659799], [0.802680, -3.846880, 1.100218], [0.764642, -1.956285, -0.191887], [-0.587014, -1.769415, -0.532150], [-1.065889, -0.465868, -0.426045], [-2.373676, -0.175766, -0.742439], [-3.233335, -1.169750, -1.168032], [-2.745241, -2.457810, -1.305733], [-1.424699, -2.785740, -1.007250], [-0.917301, -4.168225, -1.248480], [-0.024436, -4.133570, -1.871539], [-0.633516, -4.639809, -0.308797], [-1.671525, -4.775232, -1.740754], [-3.400291, -3.234601, -1.671132], [-4.251347, -0.919822, -1.418876], [-2.939720, 1.503540, -0.480657], [-1.802556, 2.379794, -0.532618], [-4.057524, 1.772866, -1.331763], [-3.494008, 1.521514, 1.097194], [-4.702153, 0.766000, 1.312592], [-4.507158, -0.309902, 1.411313], [-5.350397, 0.944128, 0.458592], [-5.193094, 1.122677, 2.218277], [-2.468337, 1.349691, 2.094342], [-2.831670, 1.723684, 3.051722], [-2.173074, 0.298309, 2.210835], [-1.610197, 1.938892, 1.781232], [-0.417724, 0.339967, -0.115445], [1.301637, -1.104996, -0.307947], [1.460372, 1.140544, 1.401472], [1.313743, 4.812721, -0.180218], [0.906996, 4.164678, 1.419587], [0.028672, 3.603624, -0.007912]], "forces_ev_per_a": [[0.047, -0.036, -0.160], [-0.516, -0.625, 0.677], [0.058, 0.551, -0.225], [0.085, 0.726, -0.391], [0.185, -1.135, 0.322], [0.219, 0.212, -0.243], [-0.134, 0.220, 0.014], [0.001, 0.006, -0.012], [0.020, 0.001, -0.088], [0.071, 0.034, -0.004], [0.373, -0.155, -0.401], [-0.071, 0.036, 0.180], [-0.023, 0.232, 0.212], [0.155, -0.554, -0.089], [-0.159, 0.022, 0.161], [-0.116, 0.070, -0.153], [0.380, 0.254, 0.198], [-0.018, -0.155, 0.172], [0.243, 0.453, -0.421], [-0.606, 0.051, 0.027], [0.166, -0.140, 0.024], [-0.154, 0.650, 0.070], [-0.161, -0.027, -0.071], [0.000, 0.161, 0.093], [0.118, 0.088, 0.059], [0.004, -0.155, 0.121], [0.085, -0.051, -0.061], [-0.019, -0.037, -0.096], [-0.036, -0.019, -0.104], [-0.048, -0.078, -0.047], [-0.149, -0.036, -0.067], [-0.051, 0.087, 0.203], [0.065, -0.312, 0.158], [-0.137, -0.344, 0.061], [0.299, 0.233, -1.015], [-0.398, -0.197, -0.080], [-0.017, 0.002, 0.031], [-0.204, -0.099, 0.133], [0.021, -0.002, -0.013], [0.378, 0.007, 0.200], [-0.005, -0.004, -0.022], [-0.004, 0.007, 0.036], [0.113, -0.013, 0.232], [0.180, 0.037, 0.076], [-0.080, -0.228, 0.072], [-0.199, -0.036, 0.167], [-0.030, 0.125, 0.017], [0.015, 0.071, 0.040], [0.057, 0.101, 0.008]], "mulliken_charge": [-1.09, 0.36, -0.35, 0.77, 0.11, -0.36, -1.34, 0.32, 0.34, 0.30, 0.43, -0.68, -0.30, -0.44, 0.29, 0.32, 0.51, -0.63, 0.03, 0.49, -1.17, 0.16, -0.78, -0.90, 0.99, -1.48, 0.34, 0.31, 0.42, 0.38, 0.51, 1.04, -0.63, -0.73, 0.05, -0.92, 0.33, 0.35, 0.32, -0.74, 0.40, 0.31, 0.14, 0.65, 0.09, 0.70, 0.33, 0.35, 0.10]}



3.
{"formula": "C4H10O", "method": "wB97M-V/def2-TZVPD", "homo_ha": -0.295, "energy_ha": -233.50230, "e_above_lowest_kj_mol": 374.5, "symbols": ["C", "C", "C", "O", "C", "H", "H", "H", "H", "H", "H", "H", "H", "H", "H"], "coordinates": [[-1.706151, 0.132906, 1.037700], [-0.887427, -0.477347, -0.065542], [0.360756, -0.020744, -0.094610], [1.384385, -0.730033, -0.596183], [2.625458, -0.069113, -0.569349], [-1.915460, 1.207513, 0.944973], [-2.656140, 0.422560, -0.781946], [-2.605446, -0.433628, 1.295544], [-1.953581, 0.215463, -1.168847], [-1.125251, -1.490943, -0.366617], [-0.962221, 0.000469, 1.812733], [0.580384, 0.990674, 0.268903], [3.326465, -0.745734, -1.055916], [2.576038, 0.876126, -1.121351], [2.958186, 0.121831, 0.460512]], "forces_ev_per_a": [[0.521, -0.035, 0.843], [1.157, -0.622, 1.444], [-0.190, 0.063, -0.364], [0.239, -0.165, -0.487], [0.355, 0.031, -0.138], [-0.056, -0.385, -0.183], [0.738, -0.097, -2.004], [0.100, 0.201, -0.235], [-2.554, 0.893, 0.106], [0.105, 0.093, -0.227], [-0.668, 0.296, 1.194], [0.150, -0.366, 0.119], [0.086, 0.172, 0.046], [0.099, -0.062, 0.041], [-0.081, -0.017, -0.153]], "mulliken_charge": [-1.43, -0.04, -0.27, -0.37, -0.70, 0.37, 0.17, 0.34, -0.08, 0.36, 0.46, 0.31, 0.24, 0.32, 0.32]}